*w*
{
  "formula": "C3H7NOS2",
  "method": "wB97M-V/def2-TZVPD",
  "total_charge": 0,
  "e_lumo_ev": 0.6166,
  "smiles": "C[C@H]1SC1=O.NS",
  "homo_energy_ev": -8.90,
  "symbols": ["C", "C", "C", "N", "O", "S", "S", "H", "H", "H", "H", "H", "H", "H"],
  "coordinates": [[-0.99053, 0.09971, -1.10548], [0.34284, -1.60709, 0.65448], [-0.68429, -1.20110, -0.41267], [0.34036, 1.53334, 0.65498], [-0.61904, 0.83219, -1.92074], [-2.27660, -0.35715, -0.14153], [1.63950, 2.19161, -0.28334], [0.74776, -2.62003, 0.42944], [-0.37487, -1.66698, 1.45605], [0.99391, -0.76780, 0.83574], [-0.88164, -2.03056, -1.03663], [-0.16720, 2.35124, 1.01566], [0.80779, 1.02511, 1.42557], [1.12201, 2.21754, -1.57155]],
  "lowdin_charge": [-0.862, -0.071, -0.493, -0.410, 0.036, 0.968, 0.637, 0.096, 0.062, 0.035, 0.077, 0.036, 0.022, -0.132]
}

***

*x*
{
  "formula": "C3H7NOS2",
  "method": "wB97M-V/def2-TZVPD",
  "total_charge": 0,
  "e_lumo_ev": -0.1231,
  "homo_energy_ev": -8.75,
  "symbols": ["C", "C", "C", "H", "H", "H", "H", "H", "H", "H", "N", "O", "S", "S"],
  "coordinates": [[3.38684, -0.06878, -0.01914], [1.98062, 0.60683, 0.23118], [-0.63762, -0.15340, 0.16867], [3.52124, -0.41400, -1.11124], [4.12848, 0.81648, -0.04619], [3.88518, -0.79435, 0.61124], [1.79344, 0.98750, 1.31888], [2.08798, 1.55256, -0.44292], [-1.39534, -2.12436, 0.77467], [-2.88312, 0.36474, -0.21597], [-1.62200, -1.00265, 0.13272], [-2.97400, -0.65163, -0.07786], [0.87961, -0.86254, -0.16367], [-1.15279, 1.45848, -0.05376]],
  "lowdin_charge": [-0.244, -0.502, -1.179, 0.085, 0.084, 0.050, 0.105, 0.107, 0.299, 0.006, -0.222, -0.104, 0.904, 0.611]
}

***

Stability ranking, top and bottom: *w* is the most stable and *x* is the least stable.

***

*w*
{
  "formula": "C4H7N2P",
  "method": "wB97M-V/def2-TZVPD",
  "total_charge": 0,
  "e_lumo_ev": 0.5186,
  "smiles": "c1cn[nH]c1.C=P",
  "homo_energy_ev": -8.74,
  "symbols": ["C", "C", "C", "C", "N", "N", "P", "H", "H", "H", "H", "H", "H", "H"],
  "coordinates": [[2.05830, -0.29418, -0.01448], [1.65692, 1.00333, -0.22506], [1.02301, -0.86560, 0.74044], [-1.96178, -0.88597, -0.33994], [0.46067, 1.13550, 0.38371], [0.06389, 0.01094, 0.96743], [-3.12814, 0.24520, 0.01905], [2.95881, -0.76683, -0.34824], [2.11924, 1.81517, -0.74821], [0.94324, -1.86728, 1.11155], [-1.85803, -1.75191, 0.29096], [-1.32206, -0.84987, -1.20535], [-2.89249, 1.11473, -1.06727], [-0.12159, 1.95677, 0.43541]],
  "lowdin_charge": [-0.080, -0.112, -0.182, -0.502, -0.028, -0.026, 0.694, 0.086, 0.106, 0.100, -0.019, -0.005, -0.180, 0.148]
}

***

*x*
{
  "formula": "C4H7N2P",
  "method": "wB97M-V/def2-TZVPD",
  "total_charge": 0,
  "e_lumo_ev": 0.1019,
  "homo_energy_ev": -8.30,
  "symbols": ["C", "C", "C", "C", "N", "N", "P", "H", "H", "H", "H", "H", "H", "H"],
  "coordinates": [[0.09333, -0.05445, 1.80581], [0.20159, 0.29244, 0.45760], [0.76307, 1.57718, -0.03982], [-0.49423, -0.66706, -1.69906], [-1.23923, -2.87340, 2.16383], [-0.26091, -0.68113, -0.29384], [-0.61712, -1.64783, 1.61009], [0.47547, 0.40132, 2.69543], [1.83897, 1.45969, -0.17942], [0.59415, 2.36656, 0.68805], [0.32926, 1.85569, -0.99735], [-1.02921, -1.57913, -1.95927], [-1.10495, 0.19349, -1.99915], [0.44980, -0.64335, -2.25290]],
  "lowdin_charge": [-0.257, -0.510, -0.010, -0.120, -0.343, -0.156, 0.843, 0.044, 0.098, 0.086, 0.076, 0.082, 0.082, 0.084]
}

***

*y*
{
  "formula": "C4H7N2P",
  "method": "wB97M-V/def2-TZVPD",
  "total_charge": 0,
  "e_lumo_ev": [-0.1810, -0.1292],
  "homo_energy_ev": [-6.43, -6.39],
  "symbols": ["C", "C", "C", "C", "N", "N", "P", "H", "H", "H", "H", "H", "H", "H"],
  "coordinates": [[1.11955, 0.41803, -1.39951], [0.24765, -0.47865, -0.98742], [-0.09606, -1.79001, -0.44670], [0.02976, 0.98935, 1.25387], [-0.36173, 0.75566, -1.15982], [-0.94020, 1.59155, 0.34147], [-2.47523, 1.96586, 0.61888], [2.14047, 0.71473, -1.55587], [-0.16493, -2.55713, -1.17432], [-1.01312, -1.77525, -0.00994], [0.66245, -2.05870, 0.23573], [0.03432, 1.45535, 2.19089], [-0.24819, -0.09817, 1.29079], [1.06527, 0.86739, 0.80196]],
  "lowdin_charge": [0.058, -0.364, -0.015, -0.222, 0.039, -0.597, 0.595, 0.097, 0.083, 0.054, 0.085, 0.044, 0.068, 0.076]
}

***

*z*
{
  "formula": "C4H7N2P",
  "method": "wB97M-V/def2-TZVPD",
  "total_charge": 0,
  "e_lumo_ev": -1.3448,
  "homo_energy_ev": -7.96,
  "symbols": ["C", "C", "C", "C", "N", "N", "P", "H", "H", "H", "H", "H", "H", "H"],
  "coordinates": [[0.21351, -1.29150, 0.73050], [-0.47027, 1.30075, -0.47206], [0.69624, -2.58807, 1.34739], [-0.47097, 2.45684, -1.44593], [0.29735, -0.89745, -0.45945], [0.09820, 0.24100, -1.02560], [-0.89972, 1.41640, 1.14536], [1.67366, -2.48661, 1.53162], [0.64589, -3.32735, 0.65925], [0.01796, -2.75825, 2.14444], [-1.18740, 2.45713, -2.23392], [0.33714, 2.37063, -2.16476], [-0.56987, 3.46621, -1.15404], [-0.38171, -0.35973, 1.39719]],
  "lowdin_charge": [-0.179, -0.822, -0.025, -0.126, -0.032, -0.041, 0.920, 0.040, 0.050, 0.076, 0.061, 0.076, 0.048, -0.047]
}

***

Stability ranking, top and bottom: *w* is the most stable and *y* is the least stable.

***

*w*
{
  "formula": "C5H25NO8",
  "method": "wB97M-V/def2-TZVPD",
  "total_charge": 0,
  "e_lumo_ev": 0.2428,
  "smiles": "CCN(C)C(C)=O.O.O.O.O.O.O.O",
  "homo_energy_ev": -9.70,
  "symbols": ["C", "C", "N", "C", "C", "C", "O", "H", "H", "H", "H", "H", "H", "H", "H", "H", "H", "H", "H", "H", "O", "H", "H", "O", "H", "H", "O", "H", "H", "O", "H", "H", "O", "H", "H", "O", "H", "H", "O"],
  "coordinates": [[1.78851, 1.05289, -0.65375], [0.29865, 1.01925, -0.76344], [-0.39324, 2.19193, -1.09181], [-1.82043, 2.02908, -1.31569], [-2.50751, 2.04041, 0.12493], [0.26508, 3.28104, -1.74842], [-0.33848, -0.02874, -0.64910], [2.23323, 1.85195, -1.31211], [2.28917, 1.20842, 0.24474], [2.33660, 0.15399, -1.11033], [-2.20725, 2.89763, -1.78536], [-1.92598, 1.16018, -1.88737], [-2.25147, 1.07996, 0.58223], [-2.19420, 2.94479, 0.67445], [-3.49045, 2.11295, 0.31287], [0.51971, 4.00127, -1.10124], [-0.47602, 3.64029, -2.56730], [1.19608, 3.03485, -2.36825], [-0.85859, -3.34755, 3.13636], [-0.79344, -2.44890, 1.93097], [-0.53345, -2.51922, 2.82346], [-0.73195, -1.85841, -0.27028], [-0.11973, -2.48332, -1.14964], [-0.52097, -2.71332, -0.28997], [1.32759, -2.22267, -2.54108], [0.07932, -1.34601, -3.07554], [0.49414, -2.21203, -3.11135], [-0.08910, 1.07193, 4.00540], [0.69527, 0.09160, 3.02852], [0.75458, 0.89021, 3.63378], [3.78347, -1.35065, 0.25734], [2.74398, -1.93578, -0.61748], [3.49063, -1.34830, -0.68033], [-2.28567, -1.40141, 1.34529], [-3.37503, -1.04410, 2.46681], [-3.25888, -1.34796, 1.46180], [2.05432, -2.48180, 2.10510], [1.51459, -3.08563, 0.83562], [2.30690, -2.57879, 1.12017]],
  "lowdin_charge": [0.012, -0.425, -0.121, -0.161, -0.034, -0.059, 0.010, 0.077, 0.065, 0.085, 0.094, 0.097, 0.050, 0.086, 0.016, 0.043, 0.122, 0.105, 0.045, -0.032, -0.013, -0.088, 0.021, -0.016, 0.077, 0.035, -0.061, 0.006, 0.052, -0.069, 0.060, -0.010, -0.098, -0.008, 0.116, -0.109, 0.095, 0.040, -0.104]
}

***

*x*
{
  "formula": "C5H25NO8",
  "method": "wB97M-V/def2-TZVPD",
  "total_charge": 0,
  "e_lumo_ev": -0.0178,
  "smiles": "C=CC(=C)NC.O.O.O.O.O.O.O.O",
  "homo_energy_ev": -8.31,
  "symbols": ["C", "N", "C", "C", "C", "C", "H", "H", "H", "H", "H", "H", "H", "H", "H", "H", "H", "O", "H", "H", "O", "H", "H", "O", "H", "H", "O", "H", "H", "O", "H", "H", "O", "H", "H", "O", "H", "H", "O"],
  "coordinates": [[0.57667, -2.29699, -1.10449], [0.53317, -0.88372, -1.40241], [-0.64557, -0.15247, -1.24152], [-1.57127, -0.67077, -0.40566], [-1.90272, 1.87356, -1.84656], [-0.79105, 1.16880, -1.79255], [0.15439, -2.99025, -1.80583], [1.70519, -2.43922, -1.14949], [0.61434, -2.53794, -0.04358], [1.31286, -0.58349, -1.98449], [-1.39798, -1.61326, 0.18412], [-2.47256, -0.15198, -0.05729], [-2.85952, 1.45622, -1.61755], [-2.00471, 2.88572, -2.21589], [0.14237, 1.60151, -2.13427], [-2.51287, -1.16123, 2.29018], [-2.22723, -0.36165, 3.60002], [-2.91232, -0.82892, 3.09734], [0.92315, -1.93262, 3.04828], [-0.13562, -2.87801, 2.50730], [0.24199, -2.54865, 3.33359], [3.15195, 0.74364, -1.76282], [3.59020, -0.74716, -2.02611], [3.10251, -0.00403, -2.38750], [2.70831, 2.57546, -0.17375], [4.02127, 2.07000, 0.05937], [3.42546, 2.15581, -0.70213], [1.65222, 2.61775, 2.11257], [1.15536, 1.31887, 1.28026], [1.72671, 2.09230, 1.31818], [-0.38380, 0.30434, 1.58748], [0.60199, -0.69162, 0.99715], [0.35882, -0.26780, 1.82940], [-1.97141, -0.42918, -3.24128], [-1.78898, -1.74256, -2.93444], [-2.55181, -1.20838, -3.20798], [-0.89267, 2.52500, 3.26870], [-1.78388, 1.83766, 2.18289], [-0.89296, 1.89527, 2.54077]],
  "lowdin_charge": [-0.104, -0.050, -0.421, 0.004, 0.037, -0.131, 0.085, 0.105, 0.064, 0.081, 0.074, 0.075, 0.063, 0.067, 0.115, 0.000, 0.036, -0.056, 0.011, 0.020, -0.065, -0.002, 0.042, -0.070, 0.029, 0.059, -0.082, 0.051, -0.001, -0.053, 0.006, 0.026, -0.074, 0.013, 0.022, -0.062, 0.068, 0.059, -0.039]
}

***

*y*
{
  "formula": "C5H25NO8",
  "method": "wB97M-V/def2-TZVPD",
  "total_charge": 0,
  "e_lumo_ev": -0.3443,
  "smiles": "C=CCNC=C.O.O.O.O.O.O.O.O",
  "homo_energy_ev": -8.16,
  "symbols": ["C", "C", "N", "C", "C", "C", "H", "H", "H", "H", "H", "H", "H", "H", "H", "H", "H", "O", "H", "H", "O", "H", "H", "O", "H", "H", "O", "H", "H", "O", "H", "H", "O", "H", "H", "O", "H", "H", "O"],
  "coordinates": [[2.45787, 0.40412, -1.93235], [1.55992, -0.31908, -2.61516], [0.24108, -0.55516, -2.11832], [-0.31468, -1.84266, -2.61039], [-1.78531, -3.25410, -1.12198], [-0.58292, -2.82429, -1.50027], [2.18621, 0.93332, -1.02806], [3.39633, 0.55466, -2.42642], [1.76945, -0.88667, -3.52926], [0.21709, -0.36805, -1.11142], [0.42279, -2.28308, -3.30947], [-1.17789, -1.63466, -3.22920], [-1.89234, -4.02094, -0.34547], [-2.76507, -2.95124, -1.42998], [0.33602, -3.12437, -1.00580], [2.91058, -2.25663, -1.37464], [3.73853, -1.09376, -0.99812], [3.82778, -1.96432, -1.40280], [0.48017, 0.79298, 1.69190], [-0.97495, 1.01231, 1.02965], [-0.03740, 1.30275, 1.05656], [-2.65692, 2.51971, -0.89542], [-3.19483, 1.42397, -1.75750], [-3.23852, 1.75405, -0.85287], [-0.42668, 1.96424, 3.04509], [0.34621, 1.01740, 4.05541], [0.25561, 1.92978, 3.77584], [-1.64471, -1.45114, 1.45237], [-2.14352, -1.86824, 2.85977], [-2.38212, -1.38344, 2.06453], [0.02148, 3.27684, 0.40789], [1.27766, 3.78324, 0.85111], [0.65440, 3.96376, 0.13382], [2.29171, -1.19165, 2.52051], [2.12548, 0.19026, 2.98811], [2.51503, -0.29063, 2.24219], [-2.92185, 0.50526, 1.72572], [-3.15690, 2.07459, 1.55776], [-2.58280, 1.39034, 1.91196]],
  "lowdin_charge": [-0.030, -0.224, -0.033, -0.229, 0.002, -0.171, 0.062, 0.056, 0.112, 0.099, 0.109, 0.103, 0.058, 0.055, 0.096, 0.012, 0.002, -0.073, 0.008, 0.018, -0.087, 0.043, 0.045, -0.052, 0.039, 0.018, -0.071, 0.033, 0.058, -0.036, -0.005, 0.032, -0.079, 0.048, 0.020, -0.046, 0.019, 0.052, -0.063]
}

***

Stability ranking, top and bottom: *y* is the most stable and *x* is the least stable.